(1)
Formula: C6H13O2
Source: OMol25
Level of theory: the ωB97M-V functional and the def2-TZVPD basis

Atoms and positions in Å:
C: 0.630 1.938 1.915
C: -0.614 2.305 1.036
C: 1.819 1.417 0.926
H: 0.956 2.845 2.371
H: 0.468 1.290 2.793
H: -0.457 2.465 -0.111
H: -1.136 3.226 1.362
H: 1.627 0.386 0.610
H: 2.012 2.020 0.047
H: -1.203 1.400 1.057
H: 2.730 1.311 1.377
C: -0.353 -1.623 -0.981
C: -1.641 -2.327 -0.762
C: 0.234 -2.063 -2.510
O: -0.264 -1.573 -3.514
O: 1.128 -2.819 -2.315
H: -0.519 -0.540 -0.980
H: 0.482 -1.845 -0.282
H: -1.602 -3.366 -0.332
H: -2.075 -2.617 -1.691
H: -2.221 -1.828 -0.017

Frontier orbital gap   6.68 eV
LUMO   3.4 eV
Net charge   -1
HOMO level   -3.28 eV

---

(2)
Formula: C4H10NO2S
Source: OMol25
Level of theory: the ωB97M-V functional and the def2-TZVPD basis

Atoms and positions in Å:
C: -0.085 -0.071 -0.573
C: -0.397 1.414 -0.584
S: -2.230 1.623 -0.711
C: 1.336 -0.454 -0.249
N: 1.628 -1.793 -0.156
C: 0.643 -2.849 -0.117
O: 2.239 0.356 -0.095
H: -0.823 -0.491 0.118
H: -0.339 -0.534 -1.509
H: -0.069 1.948 0.299
H: 0.011 1.865 -1.472
H: 2.528 -2.028 0.213
H: 0.810 -3.483 0.769
H: 0.664 -3.468 -0.992
H: -0.362 -2.485 0.031
H: -1.266 0.428 2.134
H: 0.235 0.665 2.173
O: -0.540 0.582 2.756

Frontier orbital gap   5.90 eV
LUMO   3.2 eV
Net charge   -1
HOMO level   -2.66 eV

---

(3)
Formula: C24H30AlN9O3S2
Source: OMol25
Level of theory: the ωB97M-V functional and the def2-TZVPD basis

Atoms and positions in Å:
Al: -0.028 0.478 -0.291
C: 3.898 -2.613 0.748
N: 3.750 -1.764 -0.404
C: 4.471 -1.855 -1.564
C: 4.017 -0.908 -2.410
N: 3.001 -0.222 -1.764
C: 2.846 -0.780 -0.528
S: 1.875 -0.263 0.763
C: 2.261 0.790 -2.371
C: 2.838 1.527 -3.409
C: 2.065 2.427 -4.117
C: 0.715 2.538 -3.802
C: 0.242 1.824 -2.723
N: 1.002 1.013 -1.981
H: 4.433 -3.515 0.462
H: 2.919 -2.889 1.140
H: 4.455 -2.100 1.535
H: 5.252 -2.575 -1.706
H: 4.286 -0.709 -3.425
H: 3.883 1.419 -3.648
H: 2.496 3.018 -4.910
H: 0.062 3.178 -4.375
H: -0.791 1.875 -2.405
N: -5.559 -4.714 -3.351
C: -4.447 -4.120 -2.876
C: -4.001 -4.373 -1.566
C: -2.873 -3.755 -1.078
C: -2.165 -2.873 -1.887
C: -2.587 -2.602 -3.181
C: -3.712 -3.223 -3.674
S: -0.890 -1.922 -1.153
O: 0.158 -1.441 -2.042
O: -0.390 -2.517 0.055
N: -1.610 -0.460 -0.722
C: -2.031 -0.579 0.575
N: -3.127 -1.215 0.925
C: -3.387 -1.280 2.222
C: -2.571 -0.690 3.183
C: -1.419 -0.071 2.732
N: -1.148 -0.019 1.431
H: -6.058 -5.387 -2.799
H: -5.870 -4.565 -4.293
H: -4.553 -5.063 -0.945
H: -2.522 -3.947 -0.078
H: -2.019 -1.917 -3.788
H: -4.041 -3.023 -4.682
H: -4.289 -1.815 2.490
H: -2.809 -0.732 4.231
H: -0.702 0.388 3.399
C: -2.799 2.930 -0.749
N: -1.912 3.784 0.027
C: -2.452 5.114 0.250
C: -0.698 3.344 0.381
O: -0.367 2.146 0.042
N: 0.202 4.029 1.097
C: 1.354 3.297 1.602
C: 0.272 5.473 1.274
H: -3.824 3.098 -0.425
H: -2.571 1.875 -0.601
H: -2.735 3.172 -1.812
H: -3.537 5.060 0.214
H: -2.129 5.801 -0.533
H: -2.191 5.500 1.226
H: 1.066 2.291 1.906
H: 1.759 3.825 2.463
H: 2.131 3.208 0.839
H: -0.101 5.994 0.398
H: 1.315 5.756 1.404
H: -0.272 5.801 2.162

Frontier orbital gap   6.91 eV
LUMO   -5.4 eV
Net charge   +2
HOMO level   -12.35 eV